{"formula": "C43H99N9O11", "method": "ωB97M-V/def2-TZVPD", "species": ["C", "C", "C", "C", "C", "C", "C", "C", "C", "N", "O", "H", "H", "H", "H", "H", "H", "H", "H", "H", "H", "H", "H", "H", "H", "H", "H", "H", "H", "H", "C", "C", "C", "C", "C", "C", "C", "C", "C", "N", "O", "H", "H", "H", "H", "H", "H", "H", "H", "H", "H", "H", "H", "H", "H", "H", "H", "H", "H", "H", "C", "C", "C", "C", "C", "C", "C", "C", "C", "N", "O", "H", "H", "H", "H", "H", "H", "H", "H", "H", "H", "H", "H", "H", "H", "H", "H", "H", "H", "H", "C", "N", "O", "O", "H", "H", "H", "C", "N", "O", "O", "H", "H", "H", "C", "N", "O", "O", "H", "H", "H", "C", "N", "O", "O", "H", "H", "H", "C", "C", "N", "C", "C", "C", "C", "H", "H", "H", "H", "H", "H", "H", "H", "H", "H", "H", "H", "H", "H", "H", "C", "C", "N", "C", "C", "C", "C", "H", "H", "H", "H", "H", "H", "H", "H", "H", "H", "H", "H", "H", "H", "H"], "coordinates": [[-4.29244, 0.32051, 4.11863], [-2.76153, 0.56688, 4.42155], [-2.22579, 1.76100, 3.60585], [-2.63885, 0.91424, 5.94686], [-1.21604, 0.77422, 6.53152], [-0.67378, -0.62366, 6.27588], [-0.70980, -0.99931, 4.78430], [0.44946, -0.22939, 4.11107], [-0.35704, -2.46368, 4.74922], [-1.99679, -0.66955, 4.14152], [-2.08212, -1.12263, 2.84456], [-4.61292, -0.62014, 4.56648], [-4.94621, 1.13240, 4.43726], [-4.43663, 0.17593, 3.04794], [-1.90492, 1.48547, 2.60124], [-2.91566, 2.60462, 3.58412], [-1.29508, 2.20876, 3.95427], [-2.98495, 1.94365, 6.03967], [-3.23991, 0.30745, 6.62409], [-0.48124, 1.53767, 6.27597], [-1.19980, 0.94221, 7.60837], [-1.22838, -1.34364, 6.87768], [0.35533, -0.64493, 6.63447], [0.65402, -0.57104, 3.09641], [1.38064, -0.17660, 4.67519], [0.16499, 0.77415, 3.79474], [-0.85593, -2.95109, 3.91158], [-0.74689, -3.02000, 5.60164], [0.72039, -2.61610, 4.68611], [-2.84553, -1.70332, 2.88440], [0.50823, 3.53937, -3.31382], [0.34828, 4.67631, -2.32347], [-1.09602, 4.93656, -2.08061], [0.97406, 4.27603, -0.94786], [2.45957, 4.06146, -0.93202], [3.09003, 5.39109, -1.35842], [2.61252, 5.93894, -2.70093], [3.06112, 7.34528, -2.73927], [3.28411, 5.17608, -3.84516], [1.14266, 5.88403, -2.73010], [0.60717, 6.49793, -3.88029], [0.02414, 2.63340, -2.94917], [0.09003, 3.74608, -4.29896], [1.52707, 3.17637, -3.44906], [-1.62341, 4.13829, -1.55837], [-1.26495, 5.86560, -1.53614], [-1.59361, 5.00854, -3.04773], [0.76473, 5.07318, -0.23454], [0.43189, 3.35938, -0.71571], [2.89868, 3.82248, 0.03657], [2.72710, 3.25095, -1.60994], [4.16786, 5.26730, -1.46359], [2.87713, 6.04241, -0.51075], [3.43193, 7.44033, -3.75983], [3.92538, 7.49199, -2.09148], [2.34882, 8.13265, -2.49277], [3.24586, 4.08984, -3.76321], [4.35257, 5.39106, -3.86203], [2.87456, 5.52976, -4.79135], [0.09689, 7.20965, -3.48701], [3.38936, -1.81815, -3.44447], [4.70709, -1.60344, -2.75459], [5.68960, -2.70087, -3.25346], [5.36032, -0.25369, -3.19948], [4.83949, 1.06290, -2.56864], [5.01577, 0.89798, -1.01296], [4.26869, -0.38056, -0.49599], [4.74381, -0.41196, 0.98524], [2.74525, -0.26899, -0.50137], [4.77278, -1.53903, -1.26186], [4.59848, -2.73274, -0.62538], [2.74932, -2.57461, -2.99038], [2.79488, -0.91014, -3.54554], [3.55594, -2.10827, -4.48187], [5.42359, -3.70442, -2.92146], [5.69379, -2.76461, -4.34159], [6.69035, -2.42432, -2.92164], [6.44853, -0.20931, -3.15537], [5.11681, -0.12057, -4.25357], [5.40323, 1.92404, -2.92742], [3.76230, 1.16957, -2.69661], [4.71783, 1.89306, -0.68260], [6.06502, 0.76171, -0.75105], [5.81250, -0.51734, 1.17200], [4.29839, -1.33277, 1.36186], [4.37456, 0.40093, 1.61051], [2.39467, 0.69627, -0.13604], [2.29067, -1.04671, 0.11231], [2.32508, -0.40166, -1.49834], [3.71568, -3.00089, -0.89064], [-5.53159, 1.43503, -1.65784], [-6.32283, 1.80031, -2.87417], [-6.53541, 0.99190, -3.74056], [-6.71881, 2.95070, -2.97214], [-4.79659, 2.20059, -1.40924], [-4.96914, 0.59057, -2.05612], [-6.22534, 1.22801, -0.84302], [-1.31637, -0.98012, -4.96704], [-0.88805, -2.31165, -5.42182], [0.21952, -2.70415, -5.19908], [-1.69974, -2.87398, -6.12939], [-0.58669, -0.69853, -4.20784], [-2.30650, -1.04959, -4.51658], [-1.16551, -0.22924, -5.74262], [-1.85042, 6.08680, 1.45133], [-0.78115, 5.19439, 2.03167], [-0.85817, 4.03244, 1.74065], [-0.21737, 5.70961, 2.96467], [-1.49679, 7.10193, 1.27089], [-2.69904, 6.14916, 2.13254], [-2.29321, 5.62959, 0.56645], [-0.50132, 0.53971, 0.39094], [-0.94805, 0.91311, -0.97866], [-0.41055, 0.39480, -1.97342], [-1.89403, 1.69120, -1.05115], [-1.41296, 0.21680, 0.89367], [0.06291, 1.39235, 0.76877], [0.14664, -0.31375, 0.19130], [0.25040, -4.44898, 1.10447], [1.29475, -3.65561, 0.28279], [1.90092, -4.37768, -0.82830], [0.98727, -4.65006, -1.90353], [-0.21336, -3.77623, -2.08191], [2.70421, -5.47303, -0.36663], [3.38408, -6.21320, -1.55162], [-0.35412, -5.11486, 0.48863], [-0.46699, -3.72557, 1.49196], [0.71676, -4.97428, 1.93794], [0.90207, -2.73296, -0.14454], [2.04186, -3.22194, 0.94753], [1.55126, -4.70546, -2.83464], [0.64092, -5.67971, -1.81436], [-0.01682, -2.70423, -2.06481], [-0.77090, -4.00359, -2.99051], [-0.90939, -4.07995, -1.29999], [2.19725, -6.13428, 0.33611], [3.46815, -5.08274, 0.30581], [3.74247, -5.48160, -2.27579], [2.66100, -6.91895, -1.96049], [4.25559, -6.72801, -1.14719], [-6.43350, -3.88158, 1.52667], [-5.60196, -2.70305, 2.03016], [-4.14535, -2.89098, 1.93733], [-3.63316, -2.98404, 0.58347], [-3.69369, -1.66922, -0.17180], [-3.62670, -3.94724, 2.75852], [-3.85745, -3.70159, 4.25907], [-6.24775, -4.06001, 0.46754], [-7.48284, -3.61407, 1.65093], [-6.21545, -4.78728, 2.09260], [-5.89786, -1.85692, 1.40998], [-5.94496, -2.30096, 2.98345], [-2.58443, -3.27970, 0.55474], [-4.08259, -3.78811, 0.00071], [-3.09349, -1.67390, -1.08166], [-4.73836, -1.41797, -0.35518], [-3.23302, -0.82416, 0.33983], [-2.57890, -4.07322, 2.48584], [-4.06013, -4.86040, 2.35061], [-3.59761, -2.69401, 4.58368], [-3.43431, -4.47551, 4.89947], [-4.92212, -3.78894, 4.47571]], "orbital_gap_ev": 7.58, "lumo_energy_ev": -0.3, "total_charge": 0}

=====

{"formula": "C44H104F6N4O4P3", "method": "ωB97M-V/def2-TZVPD", "species": ["C", "C", "C", "C", "P", "C", "C", "C", "C", "C", "C", "C", "C", "C", "C", "C", "C", "H", "H", "H", "H", "H", "H", "H", "H", "H", "H", "H", "H", "H", "H", "H", "H", "H", "H", "H", "H", "H", "H", "H", "H", "H", "H", "H", "H", "H", "H", "H", "H", "H", "H", "H", "H", "C", "C", "C", "C", "P", "C", "C", "C", "C", "C", "C", "C", "C", "C", "C", "C", "C", "H", "H", "H", "H", "H", "H", "H", "H", "H", "H", "H", "H", "H", "H", "H", "H", "H", "H", "H", "H", "H", "H", "H", "H", "H", "H", "H", "H", "H", "H", "H", "H", "H", "H", "H", "H", "C", "C", "O", "N", "H", "H", "C", "H", "H", "H", "H", "H", "H", "C", "C", "O", "N", "H", "H", "C", "H", "H", "H", "H", "H", "H", "C", "C", "O", "N", "H", "H", "C", "H", "H", "H", "H", "H", "H", "C", "C", "O", "N", "H", "H", "C", "H", "H", "H", "H", "H", "H", "P", "F", "F", "F", "F", "F", "F"], "coordinates": [[24.88968, 0.04986, -3.14060], [23.71700, -0.06986, -4.19190], [23.86211, 0.98404, -5.26968], [23.19244, 0.54769, -6.51489], [23.24417, 1.83278, -7.78037], [23.11698, 3.52918, -7.05148], [21.66531, 3.93943, -6.54828], [21.36474, 5.44327, -6.62790], [22.48861, 6.25997, -5.96536], [21.88379, 1.67494, -8.97985], [21.71589, 2.78193, -10.04557], [20.25795, 3.27594, -10.21110], [19.05153, 2.24375, -10.13022], [24.84788, 1.82893, -8.68862], [26.09652, 1.99869, -7.74891], [27.26444, 2.44981, -8.62136], [27.35257, 4.00567, -8.92891], [24.68773, 1.03120, -2.71134], [25.92885, 0.23586, -3.41195], [24.99710, -0.70144, -2.35822], [22.72786, 0.00072, -3.73944], [23.84461, -1.06924, -4.60789], [24.90762, 1.23341, -5.45082], [23.41676, 1.90830, -4.90155], [22.16514, 0.22964, -6.33712], [23.64748, -0.31518, -7.00120], [23.51455, 4.26354, -7.75203], [23.78289, 3.65021, -6.19707], [21.60806, 3.65313, -5.49811], [20.89322, 3.28514, -6.95309], [20.45374, 5.71119, -6.09274], [21.28388, 5.77881, -7.66182], [22.56418, 6.11334, -4.88791], [22.19262, 7.29937, -6.10724], [23.49917, 6.06600, -6.32487], [20.99533, 1.59539, -8.35344], [21.95349, 0.71888, -9.49870], [22.08866, 2.36500, -10.98115], [22.33691, 3.66471, -9.89343], [20.17784, 3.95870, -11.05699], [20.08429, 3.92152, -9.35019], [19.16900, 1.52586, -10.94197], [18.10274, 2.68452, -10.43619], [18.89497, 1.81035, -9.14242], [24.89717, 2.45568, -9.57904], [24.92446, 0.82735, -9.11179], [26.26317, 1.03351, -7.27064], [25.82342, 2.60076, -6.88229], [27.41779, 1.76319, -9.45391], [28.14139, 2.29270, -7.99337], [28.11769, 4.20066, -9.68036], [27.47843, 4.61458, -8.03365], [26.42414, 4.37447, -9.36493], [9.88449, -11.00329, -3.61004], [11.14972, -10.62614, -4.35410], [11.98911, -9.58485, -3.59882], [13.10700, -9.01023, -4.55950], [14.00936, -7.64478, -3.90323], [14.41933, -7.88637, -2.18523], [15.26863, -6.78007, -1.44218], [15.95106, -7.28623, -0.15384], [17.36600, -7.77879, -0.21886], [15.53344, -7.34529, -4.87693], [16.62132, -8.46924, -5.04864], [17.80972, -8.50532, -4.08583], [18.53984, -7.11451, -4.07717], [12.93536, -6.12127, -4.02348], [12.73128, -5.49047, -5.45975], [11.67912, -6.16490, -6.34661], [10.39870, -6.56058, -5.59616], [9.20009, -11.72278, -4.05952], [9.32428, -10.12180, -3.29822], [10.11929, -11.38595, -2.61679], [10.91656, -10.23396, -5.34402], [11.74174, -11.53201, -4.48455], [12.48480, -9.94362, -2.69680], [11.37022, -8.78487, -3.19246], [12.81517, -8.63747, -5.54133], [13.87723, -9.77310, -4.67302], [14.87947, -8.87074, -2.09910], [13.43561, -8.12196, -1.77914], [14.81670, -5.79360, -1.33853], [16.04593, -6.49278, -2.15024], [15.38092, -8.14868, 0.19143], [15.88930, -6.49878, 0.59731], [17.49527, -8.60953, -0.91258], [17.87101, -8.08711, 0.69656], [18.06433, -7.02178, -0.57575], [15.88067, -6.44071, -4.37766], [15.09882, -7.09807, -5.84549], [17.16607, -8.27636, -5.97285], [15.99710, -9.36236, -5.07725], [18.57388, -9.20313, -4.42819], [17.50671, -8.91710, -3.12315], [19.36152, -7.37592, -3.41040], [17.81955, -6.44587, -3.60577], [18.98024, -6.82278, -5.03062], [13.43799, -5.41577, -3.36186], [11.95057, -6.28647, -3.58648], [13.72207, -5.31813, -5.88018], [12.31250, -4.51953, -5.19514], [12.02778, -7.03116, -6.90883], [11.39216, -5.50419, -7.16468], [10.08857, -5.76355, -4.92039], [10.67470, -7.44050, -5.01507], [9.56666, -6.70776, -6.28473], [11.91878, 1.44497, 3.53892], [12.93255, 1.18466, 2.41129], [13.83364, 1.97016, 2.15627], [12.65043, -0.04700, 1.47551], [12.64590, -0.95793, 1.91171], [11.73257, 0.19231, 1.12858], [13.69549, -0.26862, 0.36340], [11.42124, 0.61400, 4.03899], [11.12810, 1.98135, 3.01431], [12.25196, 2.14359, 4.30639], [14.52039, -0.93216, 0.62296], [13.97119, 0.72517, 0.01063], [13.20824, -0.82473, -0.43750], [20.45171, -1.28958, 1.25583], [20.15384, 0.20573, 1.31463], [19.53098, 0.84424, 0.50041], [20.34643, 0.78258, 2.73072], [19.62998, 0.37652, 3.31544], [21.23477, 0.39291, 3.01196], [20.52344, 2.32362, 2.66441], [21.51635, -1.44052, 1.43426], [20.13352, -1.57516, 0.25318], [19.86609, -1.95567, 1.88945], [20.86049, 2.57100, 1.65778], [21.11695, 2.64536, 3.52017], [19.55520, 2.75428, 2.91964], [18.33373, -4.89438, -13.52053], [17.77945, -3.65361, -12.80782], [18.11397, -2.51956, -13.18452], [16.82056, -3.84099, -11.67369], [16.15630, -3.08365, -11.60090], [16.22788, -4.65844, -11.69814], [17.64120, -3.81074, -10.37245], [19.30506, -4.71820, -13.98268], [17.57247, -5.29405, -14.19048], [18.56573, -5.75141, -12.88825], [18.18111, -2.92114, -10.04809], [18.28900, -4.68431, -10.29940], [16.86477, -3.99053, -9.62885], [14.21439, 4.28216, -6.67912], [13.18193, 3.77058, -5.73670], [13.15099, 4.15654, -4.57064], [12.04955, 2.85076, -6.24270], [11.33460, 2.70021, -5.54537], [11.56612, 3.43994, -6.90546], [12.52562, 1.59189, -6.85568], [14.29127, 5.34155, -6.43442], [13.99600, 4.19304, -7.74329], [15.18234, 3.84980, -6.42571], [13.28374, 1.74296, -7.62415], [11.55207, 1.21416, -7.16812], [12.88775, 1.04501, -5.98511], [17.06502, -0.74764, -4.80415], [18.12334, 0.49598, -4.76673], [18.00792, -1.97066, -5.27455], [17.40513, -1.18968, -3.27184], [15.75118, -1.62086, -4.77253], [15.95436, 0.37197, -4.23189], [16.72180, -0.39122, -6.35668]], "orbital_gap_ev": 8.78, "lumo_energy_ev": -9.2, "de_lowest_kcal_mol": 20.99, "total_charge": 5}

=====

Record order is preserved below.
HOMO energy: -7.888 -17.961 eV
Record order is preserved below.
Calculated total energy: -82112.9414 -105594.0116 eV